H20O10 | wB97M-V/def2-TZVPD

```
30
Properties=species:S:1:pos:R:3:lowdin_charge:R:1
H 0.77159 -0.06494 -0.51053 0.000
H -0.07978 -0.11196 -1.76871 0.035
H -1.36951 -3.70846 -1.28348 0.037
H -0.69509 -2.60546 -2.08259 0.018
H -2.14947 -1.88913 2.00439 0.026
H -3.36668 -1.49484 2.82473 0.039
H 2.51312 2.29040 -0.57183 0.056
H 2.80668 2.21403 0.91747 0.089
H 0.33221 2.97257 -1.33780 0.031
H -0.04471 3.00331 0.13428 0.040
H -2.41751 2.71000 -0.18517 0.033
H -3.41519 3.85615 -0.21685 0.041
H 4.52790 0.93032 0.44533 0.088
H 4.13062 -0.04168 1.54416 0.057
H -4.35609 -0.38018 -0.04481 0.019
H -5.45931 -0.96038 -0.91448 0.034
H 3.50716 -2.14706 -0.31548 0.009
H 3.00621 -1.66389 -1.66664 0.031
H 1.05824 -1.45655 2.34424 0.046
H 2.30526 -1.29765 1.49000 0.007
O -0.10455 0.15897 -0.84406 -0.051
O -1.52551 -3.08852 -2.00482 -0.058
O -3.11305 -1.90742 1.99140 -0.051
O 2.88263 1.70750 0.10099 -0.117
O -0.34025 3.30446 -0.73230 -0.079
O -2.47002 3.67025 -0.24974 -0.088
O 3.78169 0.41357 0.76957 -0.129
O -5.31153 -0.50234 -0.07940 -0.067
O 3.24004 -2.46542 -1.18513 -0.053
O 1.35492 -1.44566 1.42726 -0.039
```

Properties
- total charge = 0
- DFT total energy (a.u.) = -764.2189
- molar mass (g mol⁻¹) = 180.15


C17H6Cl3F5INOSe3Ta | wB97M-V/def2-TZVPD

```
38
Properties=species:S:1:pos:R:3:lowdin_charge:R:1
Ta 0.12913 0.53415 0.25822 0.483
Cl -1.32267 -6.60265 0.28132 0.661
C -0.78657 -4.97855 0.08732 -0.690
C -1.62687 -3.93655 0.44482 -0.118
C -1.18107 -2.64875 0.24302 -0.566
Cl -2.11727 -1.30145 0.72022 0.667
C 0.05943 -2.35035 -0.34908 -0.459
O 0.36793 -1.11865 -0.61658 -0.485
C 0.90743 -3.44045 -0.60338 -0.568
Cl 2.51183 -3.12305 -1.13628 0.714
C 0.48773 -4.74155 -0.40308 -0.135
H -2.59807 -4.11475 0.87692 0.107
H 1.16593 -5.55125 -0.62008 0.102
Se 0.35283 -0.07885 2.54892 -0.035
F -5.49537 5.14115 1.01522 0.102
C -4.69487 4.20975 0.47512 -0.139
C -4.89777 3.79415 -0.84018 -0.148
F -5.88907 4.34545 -1.55418 0.103
C -4.08637 2.82045 -1.39268 -0.260
F -4.32297 2.38715 -2.63828 0.062
C -3.02477 2.25195 -0.67688 -0.515
Se -1.89277 0.99495 -1.48448 0.615
C -2.86997 2.67285 0.64762 -0.229
F -1.88977 2.06965 1.37802 -0.073
C -3.67567 3.63475 1.23122 -0.145
F -3.49567 4.00385 2.50122 0.118
I 2.31723 0.09185 -2.76708 0.891
C 3.54883 0.10635 -1.04708 -0.788
C 4.90883 0.32245 -1.18188 -0.133
C 5.65773 0.40205 -0.01818 -0.071
C 5.02073 0.26325 1.20492 -0.054
C 3.65913 0.01765 1.21842 -0.162
N 2.94263 -0.06615 0.10692 -0.062
H 5.35273 0.44685 -2.15548 0.086
H 6.72203 0.58265 -0.06518 0.102
H 5.55803 0.36935 2.13122 0.100
H 3.11153 -0.09425 2.14342 0.037
Se 1.08573 2.68455 0.03592 -0.115
```

Properties
- total charge = -1
- DFT total energy (a.u.) = -10220.4822
- molar mass (g mol⁻¹) = 986.32


C78H150N9O28P7 | wB97M-V/def2-TZVPD

```
272
Properties=species:S:1:pos:R:3:lowdin_charge:R:1
C 11.12853 18.35025 -3.30646 -0.077
C 9.77693 17.94831 -3.88125 -0.249
O 10.01164 16.82653 -4.79138 -0.192
P 8.82891 15.80162 -5.25609 0.516
O 8.93615 15.13595 -6.55358 -0.214
O 7.45552 16.66175 -5.13914 -0.191
C 6.20005 16.09441 -5.33390 -0.259
C 5.10616 17.17005 -5.17974 -0.052
O 8.80015 14.84287 -3.93862 -0.213
C 9.99972 14.26511 -3.44251 -0.246
C 10.80003 13.25446 -4.38661 -0.045
H 11.25004 19.29280 -2.77267 0.075
H 11.40038 17.64173 -2.52403 0.073
H 11.80808 18.54746 -4.13557 0.084
H 8.99697 17.77843 -3.13903 0.118
H 9.44334 18.83580 -4.41900 0.113
H 6.23744 15.67780 -6.34044 0.127
H 6.03171 15.42424 -4.49091 0.103
H 4.08879 16.83119 -5.37524 0.072
H 5.12734 17.78262 -4.27839 0.058
H 5.14660 17.92313 -5.96671 0.070
H 10.69377 15.08620 -3.26304 0.090
H 9.83129 13.86974 -2.44081 0.116
H 11.60123 13.73157 -4.95100 0.074
H 11.33904 12.57874 -3.72255 0.062
H 10.07548 12.58627 -4.85205 0.076
C 6.28836 6.51363 3.56119 -0.038
C 6.66772 7.74266 2.69636 -0.255
O 5.52860 8.56281 2.59839 -0.197
P 5.63522 9.99723 1.90552 0.487
O 7.00130 10.57745 1.82738 -0.224
O 4.89141 9.83388 0.42658 -0.244
C 3.52065 9.39680 0.37840 -0.212
C 2.48928 10.44754 0.94563 -0.048
O 4.66190 10.93212 2.77060 -0.201
C 4.85406 11.14237 4.17907 -0.243
C 3.80102 10.37783 5.01904 -0.064
H 5.32433 6.60888 4.06086 0.075
H 6.25161 5.59932 2.96891 0.064
H 7.08159 6.28373 4.27254 0.072
H 7.49634 8.41003 2.93321 0.113
H 6.96704 7.36415 1.71900 0.087
H 3.21802 9.19379 -0.64888 0.106
H 3.46635 8.46533 0.94188 0.106
H 2.90074 11.45502 1.00720 0.074
H 1.58107 10.39010 0.34566 0.078
H 2.33519 10.22282 2.00102 0.059
H 5.79153 10.70821 4.52657 0.112
H 4.80546 12.19276 4.46616 0.121
H 2.87295 10.93317 4.88341 0.074
H 3.79317 9.35650 4.63838 0.070
H 4.06869 10.38904 6.07560 0.078
C 10.38644 3.61646 -2.65969 -0.068
C 9.67455 3.21962 -1.36880 -0.318
O 8.35578 3.50464 -1.46577 -0.170
P 7.67761 4.92136 -1.08315 0.532
O 8.23734 5.46421 0.18338 -0.241
O 7.84853 5.76138 -2.44677 -0.185
C 8.21009 7.14681 -2.41985 -0.217
C 6.96741 8.06457 -2.00474 -0.050
O 6.04498 4.59520 -1.02759 -0.200
C 5.11600 5.51641 -0.50756 -0.257
C 3.86510 4.63966 0.09863 -0.024
H 11.30370 3.07612 -2.89373 0.070
H 9.80797 3.50018 -3.57618 0.080
H 10.70159 4.65897 -2.61551 0.070
H 9.90663 2.19087 -1.09326 0.121
H 10.06937 3.81382 -0.54470 0.109
H 9.01302 7.39752 -1.72664 0.111
H 8.60082 7.39116 -3.40764 0.114
H 6.03408 7.90613 -2.54501 0.072
H 6.81304 7.89868 -0.93855 0.047
H 7.21295 9.12493 -1.94614 0.062
H 5.62904 6.03832 0.30021 0.078
H 4.81625 6.26877 -1.23709 0.091
H 3.15432 5.41239 0.39152 0.060
H 3.61820 3.98995 -0.74103 0.063
H 4.17463 3.88372 0.82032 0.066
C 1.65646 5.27554 -12.58058 -0.068
C 1.02295 5.69085 -11.28514 -0.266
O 1.90025 5.20814 -10.24978 -0.191
P 2.08037 6.02092 -8.86851 0.516
O 0.91286 6.07148 -7.98036 -0.233
O 3.36983 5.26793 -8.11976 -0.224
C 3.19189 4.14528 -7.15206 -0.236
C 4.28984 4.30259 -6.14352 -0.067
O 2.72653 7.43433 -9.35585 -0.194
C 4.07106 7.45943 -9.71367 -0.280
C 4.51520 8.84944 -10.29480 -0.037
H 1.14905 5.48287 -13.52273 0.084
H 2.66172 5.69647 -12.59966 0.074
H 1.82407 4.20123 -12.50398 0.079
H 1.05093 6.77618 -11.18836 0.106
H -0.03607 5.44850 -11.19659 0.125
H 2.19550 4.09615 -6.71286 0.103
H 3.25252 3.28887 -7.82363 0.116
H 5.28751 4.41802 -6.56710 0.086
H 4.07365 5.26913 -5.68837 0.061
H 4.13437 3.61738 -5.31021 0.087
H 4.82594 7.12061 -9.00412 0.119
H 4.13149 6.78237 -10.56574 0.106
H 5.04264 9.41502 -9.52667 0.064
H 5.21597 8.72217 -11.11992 0.070
H 3.61293 9.36444 -10.62463 0.064
C 3.77980 13.64296 -17.70216 -0.072
C 4.18301 15.03514 -17.23619 -0.250
O 5.22097 14.87358 -16.26024 -0.192
P 5.76013 16.03828 -15.35635 0.557
O 4.78672 17.22274 -15.34566 -0.277
O 7.35099 16.29982 -15.80506 -0.184
C 8.05868 15.22828 -16.46216 -0.295
C 8.27791 14.13399 -15.45607 -0.090
O 5.87755 15.30176 -13.84754 -0.237
C 6.00588 16.23713 -12.71306 -0.214
C 6.05433 15.19400 -11.53079 -0.066
H 3.86003 13.00223 -16.82403 0.075
H 2.74144 13.43833 -17.96300 0.083
H 4.49531 13.28111 -18.44054 0.063
H 4.39442 15.61382 -18.13537 0.124
H 3.24743 15.43075 -16.84086 0.118
H 7.56654 14.73151 -17.29829 0.107
H 9.09129 15.44589 -16.73503 0.119
H 7.28025 13.77100 -15.20909 0.058
H 8.91127 13.40103 -15.95579 0.084
H 8.88463 14.61172 -14.68680 0.092
H 6.81043 16.96873 -12.78759 0.114
H 5.11377 16.80877 -12.45718 0.101
H 6.79812 14.41765 -11.71009 0.059
H 6.34812 15.58981 -10.55861 0.068
H 5.09874 14.72963 -11.28723 0.055
C 0.65227 20.09702 1.38787 -0.056
C 0.39558 19.03021 0.25712 -0.253
O 0.84246 19.59637 -0.96858 -0.216
P 0.77744 18.70754 -2.36510 0.557
O -0.57630 18.18555 -2.66384 -0.220
O 1.30642 19.78738 -3.46178 -0.162
C 0.50433 20.51885 -4.23185 -0.340
C 0.25216 21.96872 -3.68600 -0.045
O 1.98056 17.59579 -2.18097 -0.193
C 3.26407 18.01374 -1.88007 -0.305
C 3.90868 16.80763 -1.13118 -0.037
H 1.70982 20.35985 1.36336 0.069
H 0.13018 21.05270 1.34109 0.070
H 0.31733 19.69967 2.34601 0.070
H 0.97656 18.12791 0.44796 0.109
H -0.65746 18.75328 0.20704 0.115
H 1.09933 20.83780 -5.08763 0.098
H -0.39285 20.04869 -4.63448 0.119
H -0.80098 22.07204 -3.42463 0.067
H 0.90784 22.07986 -2.82238 0.075
H 0.38370 22.85331 -4.30915 0.069
H 3.69866 18.28619 -2.84184 0.096
H 3.29276 18.84024 -1.17002 0.114
H 3.24275 16.54468 -0.30930 0.074
H 3.84351 16.07861 -1.93888 0.069
H 4.90723 16.92627 -0.71056 0.079
C 7.42200 10.07425 -18.17433 -0.061
C 6.17789 10.89461 -17.61982 -0.236
O 6.27027 10.84666 -16.19174 -0.168
P 5.62656 9.49719 -15.59829 0.462
O 4.23363 9.20851 -15.99339 -0.224
O 6.76701 8.34132 -15.80949 -0.199
C 6.38410 7.02767 -16.31425 -0.234
C 7.56395 6.42851 -17.13699 -0.063
O 5.82132 9.75738 -14.03077 -0.177
C 4.95098 10.61493 -13.40520 -0.316
C 5.71772 11.48159 -12.39123 -0.033
H 8.28376 10.73693 -18.25384 0.063
H 7.88952 9.24695 -17.64039 0.041
H 7.37515 9.77739 -19.22208 0.073
H 6.30969 11.90546 -18.00571 0.097
H 5.27240 10.52000 -18.09716 0.110
H 5.97697 6.26517 -15.65022 0.117
H 5.61775 7.17466 -17.07530 0.101
H 8.12016 7.27266 -17.54460 0.054
H 8.25897 5.80153 -16.57848 0.068
H 7.16189 5.78028 -17.91560 0.075
H 4.46864 11.18879 -14.19649 0.103
H 4.11157 10.02967 -13.02978 0.108
H 6.44994 10.84640 -11.89275 0.057
H 6.18614 12.35110 -12.85237 0.064
H 4.98097 11.91744 -11.71645 0.077
N 3.37213 12.70845 -5.28590 0.020
C 3.68249 11.31500 -5.48392 -0.101
C 3.59682 11.06891 -6.83673 -0.095
C 3.04552 12.29796 -7.41424 -0.082
C 2.95205 13.25163 -6.41822 -0.170
H 3.32425 13.13747 -4.37280 0.136
H 4.09094 10.64219 -4.74440 0.067
H 3.69714 10.10521 -7.31381 0.075
H 2.70965 12.37595 -8.43772 0.052
H 2.58401 14.26618 -6.37795 0.101
N 8.36055 13.12284 -8.35529 0.002
C 7.54078 12.06518 -8.45079 -0.096
C 8.01741 11.43813 -9.61649 -0.165
C 9.15115 12.02134 -10.08465 -0.129
C 9.31947 13.10468 -9.28814 -0.157
H 8.32836 13.80473 -7.61091 0.079
H 6.65396 11.92411 -7.85075 0.099
H 7.61855 10.50408 -9.98373 0.074
H 9.78182 11.53697 -10.81543 0.099
H 10.02496 13.92184 -9.25727 0.112
N -3.56782 12.90607 -3.50092 -0.013
C -4.56934 12.28473 -2.75999 -0.122
C -3.99171 11.16883 -2.13222 -0.075
C -2.61934 11.19806 -2.61301 -0.125
C -2.40463 12.26123 -3.41083 -0.168
H -3.81131 13.47505 -4.29909 0.146
H -5.56522 12.69400 -2.84436 0.096
H -4.45916 10.47775 -1.44643 0.080
H -1.83698 10.48012 -2.41581 0.085
H -1.52141 12.65945 -3.88806 0.086
N 0.67896 16.19882 -9.77480 0.023
C 1.22904 16.27446 -11.02316 -0.183
C 2.08581 15.23719 -11.35910 -0.092
C 1.94040 14.30239 -10.24330 -0.087
C 1.10432 14.95680 -9.28042 -0.112
H 0.09244 16.82710 -9.24435 0.137
H 1.18484 17.25928 -11.46428 0.101
H 2.58825 15.02728 -12.29178 0.085
H 2.30790 13.29442 -10.11943 0.055
H 0.66506 14.73121 -8.31992 0.073
N -0.24635 11.12651 -9.62034 0.035
C 0.63819 10.11142 -9.20502 -0.130
C 0.46461 9.81652 -7.87016 -0.092
C -0.62783 10.61554 -7.51004 -0.118
C -0.93119 11.47274 -8.52349 -0.175
H -0.26748 11.43300 -10.58248 0.147
H 1.39706 9.63705 -9.80958 0.079
H 0.97527 9.02810 -7.33723 0.069
H -1.04037 10.60362 -6.51201 0.091
H -1.61860 12.30535 -8.49838 0.103
N -0.14860 16.59686 -4.90138 0.029
C 0.22880 15.29931 -4.46274 -0.055
C -0.35812 14.47145 -5.42375 -0.138
C -1.07142 15.22419 -6.34557 -0.143
C -0.86023 16.45826 -5.99686 -0.223
H 0.14573 17.50315 -4.56656 0.091
H 0.90033 15.17224 -3.62650 0.099
H -0.27980 13.39440 -5.43922 0.085
H -1.63737 14.83934 -7.18102 0.104
H -1.28213 17.39788 -6.32169 0.121
N 5.74460 11.69912 -1.23592 0.023
C 6.15141 13.02088 -0.97982 -0.099
C 6.53800 13.52666 -2.18795 -0.159
C 6.42860 12.52064 -3.16461 -0.087
C 5.75745 11.45376 -2.53117 -0.162
H 5.55128 11.01050 -0.52280 0.067
H 6.28404 13.38565 0.02802 0.104
H 6.95410 14.52241 -2.22968 0.083
H 6.67431 12.83451 -4.16836 0.084
H 5.51805 10.46452 -2.89240 0.089
N 0.76553 21.04317 -9.19147 -0.002
C 2.15798 21.13733 -9.49157 -0.086
C 2.73254 20.15282 -8.68850 -0.108
C 1.79527 19.75778 -7.68473 -0.129
C 0.61228 20.35381 -8.01243 -0.173
H 0.06738 21.60658 -9.65542 0.138
H 2.52767 21.86213 -10.20177 0.099
H 3.74604 19.79015 -8.60086 0.087
H 1.98724 19.07066 -6.87392 0.088
H -0.39457 20.25609 -7.63413 0.102
N 1.84921 6.64440 -5.33962 0.019
C 1.73356 6.14423 -4.09905 -0.153
C 2.32158 7.01082 -3.15483 -0.112
C 2.58871 8.20852 -3.85468 -0.102
C 2.35599 7.94325 -5.23976 -0.088
H 1.54014 6.07458 -6.11415 0.079
H 1.30011 5.15560 -4.06544 0.110
H 2.31435 6.90017 -2.08054 0.070
H 3.07724 9.13876 -3.60492 0.056
H 2.56361 8.52615 -6.12493 0.068
```

Properties
- total charge = 0
- DFT total energy (a.u.) = -8051.3810
- molar mass (g mol⁻¹) = 1878.91